C20H39AsCrF6N4O4 | ωB97M-V/def2-TZVPD

Computed properties:
Kohn-Sham gap (spin up / spin down) (eV): 7.398 / 9.007
ΔE to the lowest compared entry with this formula, charge and spin (kcal per mole): 1.3
HOMO energy (spin up / spin down) (eV): -16.570 / -16.675

Structure (ORCA input):
```
! wB97M-V def2-TZVPD RIJCOSX def2/J DEFGRID3
* xyz 2 3
Cr -0.15 -0.04 -0.70
C 0.48 -3.03 1.78
C -0.59 -2.82 0.73
C -1.96 -2.34 1.32
C -2.21 -1.28 2.45
C -3.69 -0.93 2.43
C -1.80 -1.78 3.83
N -1.36 0.02 2.26
C -1.88 1.37 1.81
C -0.91 2.24 0.96
N -0.69 1.93 -0.52
C -2.01 1.99 -1.20
C -2.77 0.75 -0.83
O -3.95 0.59 -0.88
O -1.93 -0.22 -0.38
C 0.36 2.91 -1.10
C -0.09 3.59 -2.39
C 1.80 2.35 -1.20
C 2.26 1.17 -2.11
C 1.82 1.21 -3.56
C 3.80 1.15 -2.08
N 1.80 -0.08 -1.37
C 1.99 -1.45 -1.89
C 1.38 -2.40 -0.85
N -0.07 -2.09 -0.55
C -0.93 -2.53 -1.70
C -0.86 -1.55 -2.85
O -1.10 -1.77 -3.99
O -0.47 -0.29 -2.44
H 0.03 -3.58 2.61
H 0.88 -2.10 2.18
H 1.31 -3.63 1.42
H -0.84 -3.81 0.33
H -2.35 -3.25 1.79
H -2.65 -2.14 0.51
H -4.26 -1.82 2.68
H -4.02 -0.59 1.44
H -3.93 -0.17 3.17
H -2.26 -2.75 4.03
H -2.15 -1.09 4.60
H -0.72 -1.90 3.94
H -0.81 0.18 3.10
H -0.66 -0.29 1.58
H -2.05 1.94 2.72
H -2.86 1.23 1.36
H 0.06 2.30 1.43
H -1.35 3.25 0.99
H -1.87 1.97 -2.28
H -2.57 2.89 -0.94
H 0.44 3.69 -0.35
H -0.24 2.90 -3.22
H 0.69 4.29 -2.68
H -1.00 4.17 -2.25
H 2.17 2.14 -0.19
H 2.39 3.21 -1.52
H 2.16 2.16 -3.99
H 0.75 1.13 -3.72
H 2.31 0.42 -4.13
H 4.18 2.03 -2.58
H 4.18 0.28 -2.61
H 4.19 1.14 -1.06
H 2.33 -0.04 -0.50
H 3.06 -1.69 -1.97
H 1.57 -1.54 -2.89
H 1.93 -2.27 0.08
H 1.48 -3.44 -1.16
H -1.96 -2.55 -1.37
H -0.65 -3.53 -2.03
F 0.85 0.12 0.89
As 2.62 0.65 2.55
F 2.30 2.21 1.93
F 3.53 0.33 1.14
F 3.81 1.03 3.64
F 2.52 -1.03 2.80
F 1.21 0.82 3.51
*
```